Entry 1
A molecular structure, C36H47N7P2Sc, computed with ωB97M-V/def2-TZVPD.

The geometry in ORCA input format:
```
! RIJCOSX wB97M-V def2-TZVPD def2/J DEFGRID3
* xyz 1 1
Sc 0.62529 0.30014 0.99780
N 4.55584 0.72009 2.96056
C 3.39249 0.11962 2.72214
N 2.62998 0.94265 2.02249
C 3.40755 2.04549 1.85572
N 4.59260 1.94871 2.40628
C 2.94236 3.17911 1.05312
C 3.72691 4.31418 0.87990
N 3.33527 5.32011 0.11237
C 2.15393 5.18505 -0.47717
C 1.36516 4.05686 -0.29929
N 1.74896 3.03976 0.46941
H 5.35285 0.37110 3.46823
H 3.12267 -0.87963 3.02353
H 4.68796 4.39407 1.37231
H 1.81919 5.99550 -1.11252
H 0.41302 3.97898 -0.79986
C -3.34637 1.95090 2.72831
C -2.99854 2.39822 1.30049
C -1.70867 3.21163 1.44856
C -4.11344 3.32037 0.79428
P -2.65705 0.88904 0.21373
N -1.25035 0.27429 0.55700
C -4.01474 -0.37745 0.52172
C -3.66863 -1.14975 1.80819
C -5.44034 0.17572 0.61812
C -3.97746 -1.41627 -0.60842
C -2.67750 1.36068 -1.62062
C -2.05345 0.21039 -2.43926
C -4.04645 1.70435 -2.21616
C -1.74040 2.55659 -1.81272
H -3.32859 2.83439 3.37153
H -2.61293 1.24283 3.11436
H -4.33700 1.51269 2.81158
H -1.92738 4.10556 2.03836
H -1.28693 3.53037 0.50403
H -0.95014 2.64503 1.99374
H -4.30509 4.08432 1.55211
H -5.04910 2.78940 0.62296
H -3.84183 3.83948 -0.12367
H -3.85093 -0.57839 2.71301
H -2.62645 -1.47025 1.79953
H -4.30376 -2.03739 1.85333
H -5.58965 0.81637 1.48460
H -6.12748 -0.66794 0.72239
H -5.74069 0.72891 -0.27044
H -2.96539 -1.77908 -0.78807
H -4.39187 -1.03696 -1.53965
H -4.59368 -2.26649 -0.30663
H -2.78319 -0.53627 -2.73483
H -1.26141 -0.29304 -1.88419
H -1.62812 0.62424 -3.35704
H -4.71961 0.84931 -2.21516
H -3.90554 1.99859 -3.25983
H -4.53927 2.53026 -1.70800
H -0.74764 2.31688 -1.42541
H -2.10593 3.46780 -1.34105
H -1.64432 2.75705 -2.88244
N 1.17640 -1.55046 1.32080
P 1.91500 -2.28942 0.16968
C 3.15314 -3.48479 0.71222
C 3.19761 -3.78687 2.06964
C 4.12457 -4.70246 2.54933
C 5.00977 -5.31314 1.67348
C 4.96656 -5.01737 0.31616
C 4.03844 -4.10849 -0.16532
C 2.79446 -1.01967 -0.80909
C 1.96685 -0.11274 -1.48604
C 2.48399 1.06914 -2.00400
C 3.83249 1.35949 -1.84804
C 4.65880 0.46265 -1.18290
C 4.14476 -0.71926 -0.66186
C 0.83550 -3.10843 -1.02577
C 1.24735 -3.42890 -2.31817
C 0.37338 -4.06067 -3.18795
C -0.91271 -4.37704 -2.76781
C -1.32903 -4.05058 -1.48537
C -0.46007 -3.40734 -0.61485
H 2.48278 -3.31350 2.73335
H 4.14925 -4.94623 3.60338
H 5.73182 -6.02791 2.04574
H 5.65386 -5.50006 -0.36585
H 4.00735 -3.88784 -1.22571
H 0.91926 -0.36404 -1.65672
H 1.83612 1.75232 -2.53966
H 4.24181 2.27546 -2.25445
H 5.71275 0.68417 -1.07179
H 4.79674 -1.40882 -0.13855
H 2.24451 -3.17086 -2.65671
H 0.69261 -4.30634 -4.19215
H -1.59270 -4.87587 -3.44608
H -2.33351 -4.29346 -1.16384
H -0.77469 -3.11886 0.38154
*
```

Output
Orbital gap, eV: 7.56
LUMO, eV: -2.90
Highest occupied orbital energy, eV: -10.5

Charges per atom according to Mulliken partitioning, unit e: -0.0631 0.1638 -0.4996 0.3371 0.0835 -0.6980 0.2458 -0.3899 -0.6052 -0.5735 -0.1842 0.4668 0.2150 0.5143 0.5177 0.4199 0.1586 -2.0474 2.1962 -1.7117 -1.9855 0.5885 0.7270 2.2249 -1.7142 -1.9401 -1.9539 2.3634 -1.9601 -1.8765 -1.9130 0.5804 0.3113 0.3687 0.5789 0.1551 0.1439 0.5496 0.2692 0.3246 0.3527 0.1669 0.5462 0.2793 0.5293 0.3100 0.1622 0.1306 0.7735 0.3018 0.2207 0.5704 0.3540 0.4952 0.2884 -0.0555 0.3255 0.7248 -0.6363 2.0848 0.1210 -0.4894 -0.7769 -0.5041 -0.7811 -0.2460 0.3696 -0.5814 -0.5975 -0.6523 -0.8796 -0.6560 0.5167 -0.4598 -0.7694 -0.6451 -0.3614 -0.2810 0.5335 0.4343 0.4074 0.4341 0.2957 0.4710 0.5318 0.4585 0.4341 0.4989 0.2762 0.4518 0.4278 0.4722 0.2339



Entry 2
A molecular structure, C36H47N7P2Sc, computed with ωB97M-V/def2-TZVPD.

The geometry in ORCA input format:
```
! RIJCOSX wB97M-V def2-TZVPD def2/J DEFGRID3
* xyz 1 1
Sc 0.11733 0.48101 1.05695
N -0.85463 2.06103 5.13780
C -0.46454 0.99292 4.44454
N -0.36589 1.32170 3.17095
C -0.72005 2.64485 3.15474
N -1.02313 3.12522 4.33322
C -0.74947 3.41295 1.90426
C -1.12007 4.74960 1.84360
N -1.14518 5.40670 0.69168
C -0.80182 4.73416 -0.40027
C -0.42778 3.39821 -0.35262
N -0.40120 2.74157 0.80285
H -1.02279 2.14440 6.12811
H -0.26623 0.02745 4.87932
H -1.40017 5.28516 2.74168
H -0.82441 5.26731 -1.34193
H -0.15130 2.85118 -1.24495
C 2.86842 -2.62936 1.05597
C 3.56420 -1.92260 -0.12017
C 2.78116 -2.36105 -1.36628
C 5.00348 -2.43596 -0.24391
P 3.40057 -0.06101 0.10284
N 1.96689 0.29339 0.64209
C 4.68652 0.54351 1.34470
C 4.66296 -0.37047 2.57946
C 6.12549 0.61723 0.82318
C 4.26394 1.92929 1.86310
C 3.66642 0.79432 -1.55701
C 4.85324 0.27818 -2.37826
C 3.84189 2.30361 -1.32996
C 2.38423 0.65480 -2.39307
H 2.91903 -3.70598 0.87562
H 1.81666 -2.34624 1.10382
H 3.32508 -2.43573 2.02110
H 2.72849 -3.45233 -1.36304
H 3.26026 -2.06711 -2.29817
H 1.75659 -1.98394 -1.35478
H 4.96833 -3.50728 -0.45760
H 5.57604 -2.31106 0.67318
H 5.55162 -1.96100 -1.05605
H 5.06958 -1.36054 2.38890
H 3.65182 -0.47115 2.97638
H 5.28202 0.09018 3.35282
H 6.48353 -0.33434 0.43264
H 6.77933 0.89606 1.65364
H 6.25073 1.37346 0.05125
H 3.23580 1.90605 2.22411
H 4.34998 2.71673 1.12126
H 4.92019 2.19176 2.69657
H 5.79671 0.33385 -1.83908
H 4.95114 0.89996 -3.27214
H 4.71134 -0.74729 -2.71484
H 4.80234 2.55996 -0.89022
H 3.04525 2.70585 -0.70141
H 3.78992 2.80103 -2.30150
H 2.17979 -0.36091 -2.71510
H 2.49371 1.27318 -3.28806
H 1.51704 1.00845 -1.83255
N -1.39597 -0.42352 0.24970
P -2.17323 -1.19718 -0.85851
C -3.28459 -2.46389 -0.18963
C -3.34954 -2.62269 1.18904
C -4.20582 -3.56390 1.74514
C -5.00068 -4.34751 0.92328
C -4.94194 -4.19177 -0.45663
C -4.08836 -3.25305 -1.01118
C -1.15184 -2.05689 -2.08793
C -0.58282 -1.32773 -3.13165
C 0.24813 -1.94944 -4.05026
C 0.52580 -3.30490 -3.92815
C -0.02296 -4.03383 -2.88343
C -0.85976 -3.41311 -1.96618
C -3.24079 -0.10396 -1.84222
C -3.70600 -0.43543 -3.11295
C -4.55277 0.42640 -3.79370
C -4.94070 1.62511 -3.21083
C -4.47945 1.96299 -1.94630
C -3.63124 1.10174 -1.26557
H -2.72343 -1.99764 1.81343
H -4.25374 -3.68486 2.81957
H -5.66914 -5.08077 1.35513
H -5.56317 -4.80229 -1.09849
H -4.04812 -3.13979 -2.08787
H -0.80373 -0.27119 -3.23564
H 0.67433 -1.37883 -4.86574
H 1.16842 -3.79258 -4.64979
H 0.19327 -5.08974 -2.78554
H -1.29328 -3.98988 -1.15858
H -3.39558 -1.35981 -3.58490
H -4.90737 0.16392 -4.78173
H -5.60254 2.29542 -3.74343
H -4.78563 2.89562 -1.48958
H -3.26291 1.34941 -0.27684
*
```

Output
Orbital gap, eV: 7.46
LUMO, eV: -3.27
Highest occupied orbital energy, eV: -10.7

Charges per atom according to Mulliken partitioning, unit e: 0.0729 0.1237 -0.2655 0.0631 0.2815 -0.6714 0.1990 -0.3638 -0.5573 -0.4864 -0.4246 0.5184 0.2048 0.5108 0.5003 0.4265 0.5082 -1.7483 2.4925 -2.3273 -2.0336 0.8544 0.5314 1.9832 -1.9558 -1.8271 -1.6429 2.5094 -1.9297 -2.1254 -1.8376 0.5548 0.0469 0.4032 0.8433 0.1598 0.0819 0.5080 0.3290 0.3205 0.2856 0.2132 0.6435 0.2854 0.5320 0.2660 0.1207 0.3175 0.5584 0.2820 0.5454 0.2877 0.3511 0.2672 0.6181 0.0643 0.7078 -0.0321 -0.4525 1.1758 0.1137 -0.4180 -0.6434 -0.4830 -0.7653 -0.0400 0.3795 -0.4365 -0.7751 -0.5000 -0.8318 -0.5897 0.4744 -0.0357 -0.8643 -0.4886 -0.7373 -0.4354 0.3691 0.4074 0.3919 0.4203 0.2733 0.5182 0.4209 0.4292 0.4893 0.4821 0.3591 0.4269 0.4139 0.4484 0.3589



Which of them is most stable? Easy: entry 2.



Entry 1
A gas-phase ion, C5H13N (charge +1), computed with ωB97M-V/def2-TZVPD.

The geometry in ORCA input format:
```
! RIJCOSX wB97M-V def2-TZVPD def2/J DEFGRID3
* xyz 1 2
C -0.71032 1.79517 0.28286
N -0.68454 0.40955 -0.18765
C -0.35447 0.37829 -1.60192
C 1.61902 -0.21616 0.57478
C 0.13245 -0.46201 0.67257
C -0.16672 -1.94758 0.35926
H -0.74114 1.82434 1.36825
H -1.59240 2.31403 -0.08617
H 0.16161 2.35469 -0.06424
H -0.04160 -0.62389 -1.87134
H -1.27492 0.51356 -2.18154
H 0.30806 1.14795 -1.98783
H 2.10464 -0.76410 1.38394
H 2.04441 -0.65810 -0.32390
H 1.99110 0.78570 0.79894
H -0.32239 -0.37462 1.64336
H 0.21336 -2.58216 1.15135
H 0.26516 -2.23244 -0.59845
H -1.24867 -2.08742 0.39835
*
```

Output
Expectation value of S²: 0.75
Orbital gap (spin up / spin down), eV: 13.57 / 8.84
LUMO (spin up / spin down), eV: -2.71 / -7.71
Highest occupied orbital energy (spin up / spin down), eV: -16.3 / -16.6

Charges per atom according to Mulliken partitioning, unit e: -0.9259 0.3232 -0.7860 -1.2136 0.1877 -1.4561 0.3492 0.3631 0.4059 0.3329 0.3608 0.3470 0.4162 0.3514 0.3845 0.3641 0.4255 0.3796 0.3904



Entry 2
2 unconnected molecules or ions with the total composition C5H13N, computed with ωB97M-V/def2-TZVPD.

The geometry in ORCA input format:
```
! RIJCOSX wB97M-V def2-TZVPD def2/J DEFGRID3
* xyz 1 2
C 0.20382 -2.51086 -2.03667
C -0.56172 -2.57244 -0.75565
C -1.99955 -2.96074 -1.07078
H 0.21581 -3.55176 -2.55710
H 1.28702 -2.16860 -2.08940
H -0.34749 -1.72150 -2.63744
H -0.32706 -1.71917 -0.11385
H -0.19058 -3.44828 -0.17424
H -2.05586 -3.80809 -1.60368
H -2.43676 -3.10377 -0.08601
H -2.44850 -2.15374 -1.60264
C 1.89418 4.34472 1.69681
C 0.03440 2.90711 1.93824
N 1.17443 3.11335 1.31862
H 2.89582 4.20016 1.66780
H 1.75866 4.58430 2.70067
H 1.69687 5.07225 0.91816
H -0.42185 1.89149 1.87858
H -0.37163 3.60555 2.60859
*
```

Output
Expectation value of S²: 0.76
Orbital gap (spin up / spin down), eV: 6.94 / 3.34
LUMO (spin up / spin down), eV: -6.14 / -9.75
Highest occupied orbital energy (spin up / spin down), eV: -13.1 / -13.1

Charges per atom according to Mulliken partitioning, unit e: -0.9775 -0.1499 -1.1804 0.2539 0.2954 0.2437 0.2279 0.2312 0.3971 0.2983 0.3612 -0.7415 -0.0691 0.1196 0.3437 0.3943 0.3316 0.2894 0.3313



Which of them is most stable? Easy: entry 1.



Entry 1
C10H14N4O5 in the gas phase, computed with ωB97M-V/def2-TZVPD.

The geometry in ORCA input format:
```
! RIJCOSX wB97M-V def2-TZVPD def2/J DEFGRID3
* xyz 0 1
N -1.03326 -0.94986 -3.42045
C -0.05403 -0.08225 -2.62110
C -0.71184 1.26859 -2.58900
C -1.93179 1.42721 -1.73943
C -2.06163 2.05229 -0.52001
N -3.36012 1.94656 -0.14882
C -4.05733 1.36751 -1.20182
N -3.20903 0.96215 -2.08810
C 0.29245 -0.79108 -1.27646
O -0.20998 -1.83603 -0.87328
N 1.05214 0.01418 -0.46603
C 1.19058 -0.32961 0.95525
C 2.15964 -1.47381 1.13927
C 1.89987 -2.17886 2.47395
O 0.85401 -2.03953 3.04283
O 2.93329 -2.87707 2.96858
C 1.59970 1.00538 1.60441
O 1.38821 2.05854 1.05775
O 2.16702 0.95457 2.87659
H -1.98485 -0.84335 -3.06121
H -0.77500 -1.95239 -3.15994
H 0.87426 -0.04778 -3.15419
H 0.05623 2.07696 -2.26849
H -0.79128 1.49506 -3.67340
H -1.30094 2.25263 0.22970
H -3.80147 2.23493 0.65284
H -5.14946 1.28762 -1.12431
H 1.43619 0.91663 -0.86657
H 0.15597 -0.56803 1.32726
H 1.92067 -2.15447 0.33386
H 3.09358 -1.01566 1.08694
H 2.67852 -3.17626 3.80450
H 2.42544 2.00691 2.80677
*
```

Output
SMILES: N[C@@H](Cc1c[nH]cn1)C(=O)N[C@@H](CC(=O)O)C(=O)O
Orbital gap, eV: 9.22
LUMO, eV: 0.38
Highest occupied orbital energy, eV: -8.8

Charges per atom according to Mulliken partitioning, unit e: -0.7910 -0.1550 -1.0062 0.5181 -0.3954 -0.0146 -0.1823 -0.6505 0.3048 -0.6758 -0.1531 0.1201 -1.0636 0.6055 -0.5338 -0.4443 0.4489 -0.5900 -0.4758 0.3335 0.3329 0.4799 0.3532 0.3847 0.3432 0.0943 0.3837 0.3866 0.4310 0.4305 0.4131 0.3410 0.4266



Entry 2
C10H14N4O5 in the gas phase, computed with ωB97M-V/def2-TZVPD.

The geometry in ORCA input format:
```
! RIJCOSX wB97M-V def2-TZVPD def2/J DEFGRID3
* xyz 0 1
N -2.37335 2.81442 0.50824
C -1.51500 1.65708 0.24773
C -2.03261 0.78507 -0.95733
C -2.61711 -0.47641 -0.45855
C -3.88667 -0.84020 -0.26504
N -3.91680 -2.14582 0.12602
C -2.62556 -2.55791 0.15971
N -1.78102 -1.57284 -0.16219
C -0.08570 2.19805 -0.07083
O 0.10829 3.36673 -0.36763
N 0.97700 1.32497 -0.06390
C 1.06665 -0.04616 0.34012
C 1.38856 -1.01928 -0.79750
C 2.86698 -0.99571 -1.16206
O 3.59799 -1.94030 -1.08354
O 3.33189 0.19614 -1.55436
C 2.06941 -0.24097 1.50864
O 2.99043 0.47165 1.69512
O 1.77680 -1.30960 2.31150
H -2.31162 3.42934 -0.31493
H -2.00556 3.28563 1.32170
H -1.44045 1.02272 1.13871
H -1.22996 0.50082 -1.66450
H -2.82844 1.24633 -1.56084
H -4.83103 -0.27443 -0.39294
H -4.75545 -2.70781 0.17249
H -2.38212 -3.55396 0.51066
H 1.85431 1.80636 -0.24765
H 0.07425 -0.35064 0.69552
H 1.17203 -2.06103 -0.49903
H 0.87921 -0.70760 -1.74394
H 4.29161 0.10126 -1.62527
H 0.95566 -1.74042 2.07478
*
```

Output
SMILES: N[C@@H](Cc1c[nH]cn1)C(=O)N[C@@H](CC(=O)O)C(=O)O
Orbital gap, eV: 9.58
LUMO, eV: 0.35
Highest occupied orbital energy, eV: -9.2

Charges per atom according to Mulliken partitioning, unit e: -0.7485 0.1408 -0.8427 0.2286 -0.5529 -0.0772 -0.4352 -0.1658 0.1497 -0.7005 0.0171 -0.0181 -0.1119 0.2767 -0.5678 -0.4168 0.2475 -0.5102 -0.5241 0.3256 0.2969 0.3861 0.3134 0.4428 0.3941 0.2087 0.4172 0.2977 0.2650 0.2039 0.3343 0.3441 0.3817



Which of them is most stable? Easy: entry 2.



Entry 1
C2H3OPS in the gas phase, computed with ωB97M-V/def2-TZVPD.

The geometry in ORCA input format:
```
! RIJCOSX wB97M-V def2-TZVPD def2/J DEFGRID3
* xyz 0 1
C -0.60293 -1.14542 -0.08491
C 0.26977 1.33540 -0.33228
O 0.54247 -1.46400 -0.67068
P 1.92444 -1.12477 0.16990
S 1.84605 1.12611 -0.11682
H -1.38222 -1.32035 -0.85119
H -0.04594 2.35761 -0.49268
H 1.30129 -0.95976 1.41927
*
```

Output
Orbital gap, eV: 7.49
LUMO, eV: -0.51
Highest occupied orbital energy, eV: -8.0

Charges per atom according to Mulliken partitioning, unit e: -0.3055 -0.2743 -0.1618 0.1649 -0.0411 0.1951 0.2811 0.1416



Entry 2
C2H3OPS in the gas phase, computed with ωB97M-V/def2-TZVPD.

The geometry in ORCA input format:
```
! RIJCOSX wB97M-V def2-TZVPD def2/J DEFGRID3
* xyz 0 1
C 0.10314 0.44366 -0.24113
C -0.03684 -0.43096 -1.30849
O -0.41464 -1.15287 2.04511
P 0.13875 0.06643 1.43007
S -0.52726 -1.93547 -1.61178
H 0.23568 1.51417 -0.31166
H 0.04502 0.25281 -2.30592
H 0.45615 1.24224 2.30380
*
```

Output
Orbital gap, eV: 6.91
LUMO, eV: -1.56
Highest occupied orbital energy, eV: -8.5

Charges per atom according to Mulliken partitioning, unit e: -0.1391 -0.2243 -0.5026 0.4834 -0.2238 0.2894 0.1826 0.1344



Which of them is most stable? Easy: entry 2.